The following is a DFT calculation (ωB97M-V with the def2-TZVPD basis set) of a cluster of 2 separate species, C5H14 in total.

Results
ΔE to the lowest compared entry with this formula, charge and spin = 2.0027 eV
Calculated total energy = -5410.0469 eV
Max |F| = 6.61 eV/A

The geometry in XYZ format:
```
19
Properties=species:S:1:pos:R:3:forces:R:3
C -1.198968 -0.629092 -0.428944 0.7 -0.1 2.3
C -1.157914 0.642801 -1.297505 -2.4 -1.5 0.5
C -2.292549 1.615631 -0.970752 -0.6 0.3 -0.5
H -1.835599 -1.550772 -0.408958 -1.1 1.6 -0.7
H -1.065361 -0.370077 0.698995 0.1 -0.5 -2.0
H -0.362993 -1.140731 -0.824331 1.6 -0.6 0.3
H -0.254079 1.155944 -1.152793 1.5 0.2 0.5
H -1.122750 0.238791 -2.306429 -0.4 0.6 -0.5
H -3.022161 1.546844 -1.829872 0.2 0.2 1.4
H -2.736310 1.386188 0.058125 0.3 0.3 -1.6
H -1.901864 2.658948 -0.948181 -0.4 -0.6 0.0
C 2.704873 -0.204314 1.135577 -5.9 3.0 -0.4
C 1.571317 -1.305419 1.268107 1.2 3.3 -0.4
H 3.543619 -0.393303 0.641526 3.8 -1.8 -1.6
H 2.273179 0.603527 0.366520 0.6 -1.1 1.9
H 2.886546 0.318076 2.088661 0.0 -0.3 -0.4
H 0.941864 -1.463744 0.424705 0.0 0.3 -0.7
H 0.953025 -0.941898 2.061510 -0.4 -0.5 0.7
H 2.076117 -2.167391 1.424047 1.1 -3.1 1.3
```
Positions in Å, forces in eV/Å.

***

The following is a DFT calculation (ωB97M-V with the def2-TZVPD basis set) of a cluster of 2 separate species, C5H8N2O in total.

Results
ΔE to the lowest compared entry with this formula, charge and spin = 5.5489 eV
Calculated total energy = -10337.1772 eV
Max |F| = 1.66 eV/A

The geometry in XYZ format:
```
16
Properties=species:S:1:pos:R:3:forces:R:3
C 0.589501 -0.734010 0.732581 -0.6 -1.4 -0.3
C 1.861774 -0.593083 -0.035051 0.0 0.0 0.0
C -1.512541 0.435531 -0.500125 -1.4 0.9 0.3
C -1.046348 -0.834966 -0.914705 1.2 -0.2 0.5
C -0.677931 2.050517 0.986648 -0.2 -0.7 -0.6
N -0.472881 1.081126 0.177772 0.1 1.4 0.0
N -0.889099 -1.767582 -1.680029 0.4 0.1 -0.1
O -2.679375 0.814709 -0.594558 0.8 -0.2 0.1
H -1.020319 -1.622333 -2.686738 -0.3 0.0 0.2
H 0.193020 -1.739880 0.801484 0.3 -0.3 0.0
H 0.570181 -0.276900 1.712452 -0.2 0.3 -0.1
H -1.689410 2.327909 1.277771 0.0 0.0 0.0
H 0.173090 2.581284 1.398266 0.0 0.0 0.0
H 2.638269 -1.201121 0.446385 0.0 0.0 0.0
H 2.205143 0.440337 -0.066750 0.0 0.0 0.0
H 1.756926 -0.961538 -1.055403 0.0 0.0 0.0
```
Positions in Å, forces in eV/Å.

***

The following is a DFT calculation (ωB97M-V with the def2-TZVPD basis set) of an isolated molecule of CH6P2S.

Results
ΔE to the lowest compared entry with this formula, charge and spin = 2.1559 eV
Calculated total energy = -30544.2419 eV
Max |F| = 3.06 eV/A

The geometry in XYZ format:
```
10
Properties=species:S:1:pos:R:3:forces:R:3
C 0.967637 -1.128247 -0.080707 1.4 2.5 1.1
P -1.056458 1.416399 -1.376867 -0.8 -0.8 -0.6
P -0.075270 -0.805232 1.411144 1.0 0.9 0.3
S -1.536394 0.985918 0.649332 2.1 0.4 -0.2
H 2.045260 -0.860150 -0.249055 -0.6 -0.7 1.4
H 0.686022 -0.415359 -0.813935 -1.4 1.6 -1.1
H 0.745231 -1.990396 -0.583696 -0.5 -2.7 -0.7
H -0.143168 2.425089 -1.231140 0.7 0.9 0.7
H 0.752815 0.204333 2.149853 -0.7 -1.0 -0.9
H -2.385675 0.167644 0.125072 -1.2 -1.1 -0.1
```
Positions in Å, forces in eV/Å.

***

The following is a DFT calculation (ωB97M-V with the def2-TZVPD basis set) of an isolated molecule of C11H25NSi.

Results
ΔE to the lowest compared entry with this formula, charge and spin = 0.0000 eV
Calculated total energy = -21180.3437 eV
Max |F| = 2.93 eV/A

The geometry in XYZ format:
```
38
Properties=species:S:1:pos:R:3:forces:R:3
C -4.686909 -0.896434 -0.613823 0.1 0.0 0.2
C -3.477174 -0.463837 0.208709 0.0 0.1 -0.1
C -2.143334 -1.007589 -0.317057 0.2 0.1 0.4
C -2.025487 -2.513742 -0.124175 0.1 0.0 -0.1
Si -0.701077 -0.093128 0.539815 1.7 -1.3 -1.1
C 1.076250 -1.153312 0.325691 -2.6 1.3 0.4
C 2.196898 -0.512729 0.038921 0.2 -0.2 0.0
C 3.550823 -1.134623 -0.152286 0.1 0.2 -0.1
C 3.965864 -1.011945 -1.620565 -0.1 -0.2 0.2
C 4.568070 -0.435606 0.750805 -0.1 -0.2 0.0
N -0.581887 1.482019 -0.146741 0.0 -0.2 0.2
C -0.406932 1.681585 -1.564772 0.0 0.0 0.0
C -0.128172 2.615709 0.614547 0.0 0.1 0.1
H -4.815228 -1.975497 -0.587336 -0.1 -0.1 0.0
H -4.574928 -0.589169 -1.651744 0.0 0.0 -0.1
H -5.592529 -0.440013 -0.218454 -0.1 0.0 0.0
H -3.433231 0.627868 0.208774 0.0 0.1 0.1
H -3.613373 -0.787161 1.243538 0.0 0.1 0.1
H -2.118100 -0.811625 -1.393875 0.2 0.1 0.0
H -1.086922 -2.873528 -0.539415 0.1 -0.2 0.0
H -2.045889 -2.766031 0.934541 0.0 -0.1 0.2
H -2.834583 -3.048536 -0.619382 -0.1 -0.1 0.0
H -0.959457 0.098249 1.970832 -0.1 0.0 0.3
H 1.087154 -2.226178 0.460627 0.1 -0.2 0.0
H 2.184682 0.562636 -0.088973 0.0 0.3 -0.1
H 3.504667 -2.196087 0.114592 -0.1 0.1 0.0
H 3.991704 0.034142 -1.919734 0.0 0.1 -0.1
H 4.954928 -1.438522 -1.775380 0.1 0.0 -0.1
H 3.257532 -1.534476 -2.259529 0.0 0.0 -0.1
H 4.641303 0.618565 0.489283 0.0 0.1 0.0
H 4.264391 -0.510352 1.792553 0.0 0.0 0.1
H 5.552261 -0.886272 0.641884 0.1 0.0 0.0
H -0.760172 0.812719 -2.111404 0.0 0.0 -0.2
H -0.971335 2.560032 -1.893767 0.0 0.0 -0.1
H 0.647743 1.840757 -1.820588 0.0 0.0 -0.1
H 0.927833 2.839716 0.419637 0.1 0.1 0.0
H -0.714272 3.501317 0.351415 0.0 0.1 0.1
H -0.245857 2.418480 1.675365 0.0 0.1 0.2
```
Positions in Å, forces in eV/Å.

***

Look up the max |F| of the second one. 1.66 eV/A

***

What is the max |F| in the third record? 3.06 eV/A

***

Among the records above, which one has the lowest ΔE to the lowest compared entry with this formula, charge and spin? C11H25NSi